Record 1
Below is an isolated ion of composition C36H40F6N5S and charge +1, with properties calculated with ωB97M-V/def2-TZVPD.

As for the lowest unoccupied orbital energy: -4.330 eV. As for the energy relative to the best compared isomer or geometry (same formula, charge and spin): 9.60 kJ/mol. The value obtained for the HOMO-LUMO gap is 5.6 eV. As for the electronic energy: -72564.6356 eV. Its SMILES is CN(CC(F)(F)F)c1ccc(C(c2ccc(N(C)CC(F)(F)F)cc2)[C@H](/C=[N+]2\C(C)(C)N=C(SCC#N)C2(C)C)c2ccccc2)cc1. As for the net charge: +1.

Atoms and positions in Å:
C  -0.3185  -5.9907  0.7424
N  -0.0472  -5.0662  1.8129
C  -0.9493  -5.1712  2.9590
C  -2.1366  -4.2771  2.7853
F  -3.0504  -4.3731  3.7899
F  -1.7405  -2.9612  2.7036
F  -2.7807  -4.5569  1.6027
C  1.0372  -4.2392  1.8019
C  1.3089  -3.4029  2.9120
C  2.3462  -2.4969  2.8536
C  3.1790  -2.4234  1.7350
C  4.2058  -1.2780  1.7482
C  3.9532  -0.3260  0.5790
C  4.8295  0.7377  0.3434
C  4.7262  1.4799  -0.8223
C  3.5384  1.4069  -1.5810
N  3.3608  2.1068  -2.7348
C  2.0284  2.3888  -3.1986
C  4.4633  2.5046  -3.5897
C  4.8937  1.3384  -4.4257
F  5.9420  1.6048  -5.2457
F  5.2503  0.2778  -3.6180
F  3.8404  0.8976  -5.1985
C  2.4924  0.5725  -1.1275
C  2.7176  -0.3136  -0.0863
C  5.5852  -1.6502  2.1340
C  6.4511  -2.4088  1.1678
N  7.7794  -2.2899  1.1512
C  8.6009  -0.9940  1.1564
C  9.1718  -0.7033  2.5411
C  7.8786  0.2583  0.6792
N  9.6919  -1.2858  0.1942
C  9.7199  -2.5582  -0.0496
S  10.8076  -3.1985  -1.2329
C  10.9775  -1.5127  -2.0390
C  11.7919  -1.6549  -3.2732
N  12.4289  -1.8411  -4.2305
C  8.7131  -3.3652  0.7834
C  8.0366  -4.4950  0.0182
C  9.4822  -3.9050  1.9903
C  5.4512  -2.4061  3.4909
C  5.4021  -1.6567  4.6739
C  4.9707  -2.2527  5.8649
C  4.6024  -3.6007  5.8713
C  4.7133  -4.3693  4.7121
C  5.1789  -3.7771  3.5243
C  2.9753  -3.2847  0.6572
C  1.8744  -4.1357  0.6614
H  0.6158  -6.4242  0.3711
H  -0.9413  -6.7925  1.1459
H  -0.8400  -5.5151  -0.1026
H  -1.3175  -6.2030  2.9860
H  -0.4469  -4.8995  3.8906
H  0.6980  -3.4378  3.8129
H  2.5160  -1.8412  3.7091
H  3.8508  -0.6735  2.6036
H  5.5586  1.0010  1.1108
H  5.5227  2.1564  -1.1309
H  1.3832  2.6804  -2.3529
H  2.0562  3.2153  -3.9154
H  1.5697  1.5076  -3.6806
H  4.0941  3.2811  -4.2633
H  5.3175  2.8281  -2.9950
H  1.5352  0.5826  -1.6387
H  1.9079  -0.9905  0.2001
H  6.1295  -0.7165  2.3273
H  5.9862  -3.1620  0.5096
H  9.5852  0.3142  2.5218
H  8.3745  -0.7477  3.2984
H  9.9820  -1.3845  2.8147
H  8.6067  0.9590  0.2384
H  7.1219  0.0504  -0.0850
H  7.4156  0.7639  1.5356
H  9.9742  -1.1391  -2.2846
H  11.4583  -0.8423  -1.3146
H  8.8007  -5.1626  -0.4124
H  7.4222  -5.0820  0.7177
H  7.4131  -4.1183  -0.8085
H  10.1936  -4.6606  1.6313
H  10.0506  -3.1128  2.4914
H  8.7917  -4.3681  2.7053
H  5.6724  -0.5944  4.6514
H  4.8721  -1.6407  6.7647
H  4.1792  -4.0416  6.7754
H  4.4033  -5.4215  4.7056
H  5.2645  -4.3821  2.6162
H  3.6453  -3.2357  -0.2074
H  1.6383  -4.7255  -0.2259

Forces on the atoms, in the same order (eV/Å):
C 0.09 -0.10 -0.48
N -0.79 -0.61 0.80
C 0.72 -0.25 -0.43
C -1.12 1.35 -0.71
F 0.90 -0.01 -0.85
F -0.50 -1.14 0.19
F 0.42 0.23 1.15
C 0.40 0.90 0.03
C 0.06 -0.16 -0.15
C -0.15 -0.38 -0.25
C 0.62 0.45 0.28
C -3.17 0.57 -0.25
C -0.12 0.24 0.46
C -0.13 -0.40 -0.29
C -0.55 0.36 -0.01
C 0.19 -0.95 0.67
N 0.39 1.23 -0.84
C -0.70 -0.26 -0.11
C -0.58 -0.05 0.66
C -0.13 -1.54 -0.68
F -0.85 -0.19 0.66
F -0.10 0.85 -0.91
F 1.21 0.37 0.59
C 0.39 0.14 0.13
C 0.20 -0.02 -0.27
C 1.85 0.58 0.24
C 1.61 -0.16 0.42
N -2.06 0.49 -0.25
C 0.99 0.54 0.37
C 0.28 0.20 0.28
C -0.33 -0.02 -0.18
N -1.21 -1.64 0.62
C -0.49 1.70 0.67
S -0.18 0.80 -0.54
C 0.81 -0.45 -0.57
C 0.74 -0.48 -0.96
N -1.19 0.44 1.76
C 0.62 -0.56 -1.71
C -0.09 -0.18 -0.04
C -0.14 -0.04 0.45
C 0.61 -0.31 -0.15
C -0.02 -0.10 -0.07
C 0.02 0.09 -0.38
C -0.21 0.02 -0.08
C 0.29 0.16 -0.34
C -0.19 -0.08 0.39
C -0.15 0.25 0.47
C -0.13 -0.45 0.14
H -0.15 -0.07 0.05
H 0.08 0.06 -0.33
H 0.07 -0.17 0.19
H 0.08 0.25 0.37
H -0.22 -0.33 -0.09
H 0.18 0.13 -0.38
H -0.01 -0.12 -0.24
H 0.36 -0.28 -0.03
H -0.04 -0.27 -0.61
H -0.26 0.00 0.33
H 0.25 -0.02 -0.31
H -0.05 -0.21 0.13
H 0.03 0.34 -0.02
H 0.42 0.07 0.14
H 0.01 0.27 -0.27
H 0.20 -0.11 0.15
H 0.44 0.18 -0.13
H 0.01 -0.17 0.25
H 0.43 -0.23 0.83
H -0.10 -0.30 0.08
H 0.26 0.02 -0.19
H -0.27 0.32 0.02
H -0.09 -0.48 0.30
H 0.21 0.00 0.17
H 0.09 -0.10 -0.34
H 0.36 -0.19 0.12
H -0.14 -0.23 -0.42
H -0.31 0.27 0.22
H 0.10 0.06 -0.33
H 0.26 -0.17 0.24
H -0.23 0.15 0.10
H -0.20 -0.53 -0.17
H 0.17 0.04 -0.08
H -0.21 -0.36 0.03
H 0.11 -0.28 -0.27
H 0.24 0.10 -0.23
H 0.24 0.48 0.05
H -0.22 0.21 0.30
H -0.42 0.01 0.12
H 0.21 0.19 0.31

For each atom in turn, the Mulliken charge in e is: atom 1 (C): -1.245, atom 2 (N): 0.161, atom 3 (C): -1.121, atom 4 (C): 1.098, atom 5 (F): -0.272, atom 6 (F): -0.260, atom 7 (F): -0.275, atom 8 (C): 1.745, atom 9 (C): -0.544, atom 10 (C): -1.081, atom 11 (C): -0.607, atom 12 (C): 0.580, atom 13 (C): -0.724, atom 14 (C): -1.433, atom 15 (C): -0.331, atom 16 (C): 0.844, atom 17 (N): 0.118, atom 18 (C): -1.215, atom 19 (C): -1.003, atom 20 (C): 1.038, atom 21 (F): -0.280, atom 22 (F): -0.227, atom 23 (F): -0.278, atom 24 (C): -0.597, atom 25 (C): -1.083, atom 26 (C): 1.718, atom 27 (C): -1.597, atom 28 (N): 1.036, atom 29 (C): 1.536, atom 30 (C): -1.436, atom 31 (C): -2.025, atom 32 (N): -0.531, atom 33 (C): -0.015, atom 34 (S): -0.063, atom 35 (C): -0.230, atom 36 (C): 0.035, atom 37 (N): -0.378, atom 38 (C): 1.041, atom 39 (C): -1.876, atom 40 (C): -1.256, atom 41 (C): -0.446, atom 42 (C): 0.012, atom 43 (C): -0.915, atom 44 (C): -0.505, atom 45 (C): -0.823, atom 46 (C): -0.237, atom 47 (C): -0.256, atom 48 (C): -0.799, atom 49 (H): 0.470, atom 50 (H): 0.329, atom 51 (H): 0.322, atom 52 (H): 0.357, atom 53 (H): 0.287, atom 54 (H): 0.236, atom 55 (H): 0.452, atom 56 (H): 0.588, atom 57 (H): 1.141, atom 58 (H): 0.206, atom 59 (H): 0.438, atom 60 (H): 0.311, atom 61 (H): 0.354, atom 62 (H): 0.364, atom 63 (H): 0.274, atom 64 (H): 0.504, atom 65 (H): 0.374, atom 66 (H): 0.629, atom 67 (H): 0.339, atom 68 (H): 0.433, atom 69 (H): 0.137, atom 70 (H): 0.400, atom 71 (H): 0.546, atom 72 (H): 0.398, atom 73 (H): 0.454, atom 74 (H): 0.279, atom 75 (H): 0.342, atom 76 (H): 0.539, atom 77 (H): 0.390, atom 78 (H): 0.402, atom 79 (H): 0.452, atom 80 (H): 0.239, atom 81 (H): 0.298, atom 82 (H): 0.361, atom 83 (H): 0.414, atom 84 (H): 0.404, atom 85 (H): 0.420, atom 86 (H): 0.298, atom 87 (H): 0.398, atom 88 (H): 0.425


Record 2
Below is a 2-piece molecular cluster, C36H40N3O overall, with properties calculated with ωB97M-V/def2-TZVPD.

As for the lowest unoccupied orbital energy: -4.750 eV. As for the energy relative to the best compared isomer or geometry (same formula, charge and spin): 28.37 kJ/mol. The value obtained for the HOMO-LUMO gap is 4.9 eV. As for the electronic energy: -44492.5025 eV. As for the net charge: +1.

Atoms and positions in Å:
C  3.0836  6.6221  1.6835
C  1.7616  5.8464  1.5011
C  1.4795  5.2580  0.1585
C  0.8924  5.9163  -0.9331
C  0.3646  7.2857  -1.0341
N  0.8158  5.0121  -1.9787
C  1.2927  3.7704  -1.5645
C  1.8157  3.9378  -0.2837
C  2.7158  3.0252  0.4686
H  3.1531  6.9829  2.7192
H  3.9546  5.9810  1.4873
H  3.1308  7.4946  1.0170
H  1.7528  5.0106  2.2162
H  0.9264  6.5116  1.7694
H  0.4152  7.7562  -0.0453
H  0.9131  7.9253  -1.7445
H  -0.6899  7.2599  -1.3460
H  0.5459  5.2692  -2.9243
H  1.4499  2.9405  -2.2544
H  3.0911  2.2290  -0.1886
H  3.5951  3.5645  0.8541
H  2.1979  2.5698  1.3244
C  1.0365  -5.2941  0.9998
N  0.7630  -3.9267  1.3867
C  1.0455  -3.4611  2.6440
O  1.5079  -4.1195  3.5717
C  0.6921  -1.9740  2.6598
C  1.9363  -1.1022  2.9195
C  3.0116  -1.3673  1.8847
C  3.9522  -2.3769  2.0984
C  4.9125  -2.6677  1.1375
C  4.9317  -1.9303  -0.0475
C  3.9998  -0.9152  -0.2811
C  3.0524  -0.6316  0.7004
N  0.1003  -1.7530  1.3293
C  -0.3272  -0.5494  0.8942
C  -0.6638  -0.2897  -0.4334
C  -1.4061  0.8146  -0.8477
C  -2.0766  0.8752  -2.1175
C  -3.2854  1.6043  -2.2873
C  -3.9185  1.6969  -3.5186
C  -3.4037  1.0119  -4.6246
C  -2.2886  0.1839  -4.4624
C  -1.6572  0.0880  -3.2266
C  0.1581  -2.9604  0.4789
C  -1.1712  -3.4066  -0.0299
C  -2.1859  -3.7090  0.8022
C  -3.5345  -4.0154  0.3986
C  -4.5059  -4.3166  1.3818
C  -5.8118  -4.6384  1.0377
C  -6.1777  -4.6625  -0.3172
C  -5.2412  -4.3524  -1.3137
C  -3.9373  -4.0214  -0.9569
H  1.4788  -5.8284  1.8459
H  0.1166  -5.8006  0.6863
H  1.7383  -5.3120  0.1571
H  -0.0634  -1.8151  3.4578
H  1.6297  -0.0434  2.9239
H  2.3125  -1.3769  3.9222
H  3.9108  -2.9358  3.0344
H  5.6375  -3.4587  1.3259
H  5.6643  -2.1692  -0.8102
H  4.0071  -0.3367  -1.2068
H  2.3246  0.1696  0.5514
H  -0.5175  0.1953  1.6700
H  -0.3993  -1.0651  -1.1584
H  -1.7522  1.5095  -0.0704
H  -3.7499  2.0494  -1.4080
H  -4.8092  2.3099  -3.6365
H  -3.8595  1.1242  -5.6048
H  -1.9000  -0.3807  -5.3102
H  -0.8454  -0.6285  -3.0959
H  0.8441  -2.7846  -0.3611
H  -1.2688  -3.4725  -1.1066
H  -1.9862  -3.7362  1.8795
H  -4.2011  -4.2901  2.4249
H  -6.5469  -4.8696  1.8132
H  -7.1947  -4.9244  -0.5978
H  -5.5300  -4.3674  -2.3683
H  -3.2054  -3.7646  -1.7205

Forces on the atoms, in the same order (eV/Å):
C -0.14 -0.09 -0.09
C -0.03 0.00 0.42
C -0.13 0.54 -1.70
C 0.73 -1.53 0.47
C -0.39 0.60 -0.05
N -0.25 -0.12 0.52
C 1.14 0.68 0.27
C -0.69 0.48 -0.71
C 0.02 -0.52 0.09
H 0.04 -0.08 -0.27
H -0.21 0.20 -0.01
H 0.02 -0.27 0.12
H -0.07 0.29 0.05
H 0.20 -0.20 0.08
H -0.04 0.01 -0.28
H -0.11 -0.24 0.22
H 0.21 0.17 0.07
H -0.01 -0.31 0.54
H -0.14 0.41 0.15
H -0.10 0.11 0.24
H -0.33 -0.16 -0.09
H 0.24 -0.04 -0.03
C -0.03 -0.22 -0.42
N 0.18 0.33 0.94
C 0.27 -0.95 0.13
O -0.62 1.20 -1.19
C -0.41 0.00 0.87
C 0.14 -0.19 0.04
C 0.06 0.16 0.04
C -0.13 -0.03 0.20
C -0.16 0.26 -0.07
C -0.08 -0.09 -0.21
C 0.03 -0.14 0.28
C -0.16 -0.06 -0.08
N -0.47 2.14 -0.52
C 0.34 -1.89 1.26
C -0.32 0.61 -1.30
C -0.46 -1.76 1.41
C -0.67 -0.30 -1.49
C 0.57 0.07 0.43
C 0.13 -0.23 -0.23
C 0.28 0.15 0.38
C 0.09 -0.01 0.18
C -0.07 0.23 0.25
C 0.90 -0.66 0.14
C -0.84 -0.04 0.38
C 1.23 0.33 -0.31
C -1.70 -0.50 -0.39
C 0.55 0.12 -0.35
C -0.12 0.03 -0.52
C 0.25 0.03 0.21
C 0.05 0.03 0.28
C 0.03 -0.06 0.47
H -0.14 0.28 -0.13
H 0.12 0.08 0.12
H -0.05 0.00 0.14
H 0.31 0.02 -0.45
H 0.19 -0.31 0.07
H -0.28 0.23 -0.38
H 0.08 0.08 -0.24
H -0.14 0.23 -0.14
H 0.00 0.08 0.06
H 0.11 -0.21 0.26
H 0.27 -0.15 -0.02
H 0.38 -0.07 -0.13
H -0.20 0.37 0.23
H 0.38 -0.01 -0.36
H 0.24 0.24 -0.23
H 0.14 -0.19 0.14
H 0.01 -0.07 0.20
H -0.15 0.10 0.26
H 0.00 0.41 -0.22
H -0.01 0.11 0.07
H -0.12 0.11 0.04
H -0.07 0.17 -0.23
H -0.09 -0.06 -0.08
H 0.28 0.08 -0.31
H 0.17 0.05 0.05
H 0.08 0.00 0.41
H -0.27 -0.10 0.04

For each atom in turn, the Mulliken charge in e is: atom 1 (C): -0.988, atom 2 (C): -1.003, atom 3 (C): 0.235, atom 4 (C): 0.106, atom 5 (C): -1.329, atom 6 (N): 0.028, atom 7 (C): -1.388, atom 8 (C): 1.362, atom 9 (C): -0.854, atom 10 (H): 0.344, atom 11 (H): 0.288, atom 12 (H): 0.277, atom 13 (H): 0.271, atom 14 (H): 0.420, atom 15 (H): 0.287, atom 16 (H): 0.318, atom 17 (H): 0.348, atom 18 (H): 0.243, atom 19 (H): 0.487, atom 20 (H): 0.131, atom 21 (H): 0.241, atom 22 (H): 0.234, atom 23 (C): -1.062, atom 24 (N): 0.277, atom 25 (C): 0.174, atom 26 (O): -0.662, atom 27 (C): 0.023, atom 28 (C): -1.244, atom 29 (C): -0.017, atom 30 (C): -0.196, atom 31 (C): -0.850, atom 32 (C): -0.553, atom 33 (C): -1.050, atom 34 (C): 0.655, atom 35 (N): 0.488, atom 36 (C): -0.786, atom 37 (C): 0.241, atom 38 (C): -0.183, atom 39 (C): 0.866, atom 40 (C): -0.486, atom 41 (C): -0.614, atom 42 (C): -0.363, atom 43 (C): -0.716, atom 44 (C): -0.359, atom 45 (C): -0.616, atom 46 (C): -0.989, atom 47 (C): -0.106, atom 48 (C): 0.820, atom 49 (C): -0.401, atom 50 (C): -0.661, atom 51 (C): -0.360, atom 52 (C): -0.747, atom 53 (C): -0.366, atom 54 (H): 0.378, atom 55 (H): 0.304, atom 56 (H): 0.367, atom 57 (H): 0.391, atom 58 (H): 0.496, atom 59 (H): 0.604, atom 60 (H): 0.449, atom 61 (H): 0.425, atom 62 (H): 0.407, atom 63 (H): 0.461, atom 64 (H): 0.370, atom 65 (H): 0.483, atom 66 (H): 0.098, atom 67 (H): 0.393, atom 68 (H): 0.367, atom 69 (H): 0.400, atom 70 (H): 0.408, atom 71 (H): 0.403, atom 72 (H): 0.430, atom 73 (H): 0.655, atom 74 (H): 0.551, atom 75 (H): 0.197, atom 76 (H): 0.369, atom 77 (H): 0.385, atom 78 (H): 0.376, atom 79 (H): 0.384, atom 80 (H): 0.239


These records have max |F| values of 3.23, 2.30 eV/Å, in the order they appear.